1.
{"formula": "C2H10NS", "method": "the ωB97M-V functional and the def2-TZVPD basis", "charge": 1, "multiplicity": 1, "energy_ev": -14554.8390, "orbital_gap_ha": 0.3763, "elements": ["C", "C", "N", "H", "H", "H", "H", "H", "H", "H", "H", "S", "H", "H"], "positions_angstrom": [[-1.62, -1.37, -0.10], [-1.42, 0.17, -0.19], [0.05, 0.38, -0.13], [-2.66, -1.58, -0.05], [-1.13, -1.85, -0.93], [-1.19, -1.66, 0.89], [-1.76, 0.56, -1.17], [-1.86, 0.70, 0.66], [0.41, -0.01, 0.75], [0.36, 1.36, -0.16], [0.51, -0.14, -0.89], [3.19, 1.01, 0.95], [4.11, 0.37, 0.24], [3.03, 2.05, 0.14]], "mulliken_charge": [-1.1219, -0.3715, -0.3002, 0.3300, 0.3926, 0.3643, 0.3244, 0.3441, 0.3714, 0.3246, 0.3239, -0.3752, 0.2123, 0.1812]}



2.
{"formula": "C2H10NS2", "method": "the ωB97M-V functional and the def2-TZVPD basis", "charge": 1, "multiplicity": 1, "energy_ev": -25390.1391, "orbital_gap_ha": 0.3528, "elements": ["C", "N", "H", "H", "H", "H", "H", "H", "C", "S", "S", "H", "H", "H", "H"], "positions_angstrom": [[-0.96, -1.26, 2.68], [-0.47, -1.75, 1.34], [-0.85, -1.99, 3.47], [-2.03, -1.12, 2.52], [-0.44, -0.34, 2.94], [0.52, -1.96, 1.32], [-1.03, -2.56, 1.11], [-0.64, -1.02, 0.62], [1.46, 2.08, -0.50], [1.08, 0.33, -0.68], [-0.90, 0.31, -1.27], [2.32, 2.29, -1.14], [0.57, 2.58, -0.88], [1.71, 2.46, 0.47], [-0.60, 0.01, -2.53]], "mulliken_charge": [-0.7721, -0.1121, 0.3401, 0.3516, 0.3235, 0.4087, 0.3736, 0.0500, -0.6951, -0.0605, -0.3125, 0.2844, 0.2924, 0.2954, 0.2327]}



Calculated lowest unoccupied orbital energy in order - -3.608; -3.392 eV